A 2-piece molecular cluster, C8H19N2 overall at a distorted geometry, computed with ωB97M-V/def2-TZVPD.

Each line ends with the Löwdin charge.
Atoms and positions in Å:
C (1.846, -0.533, 1.854)  -0.20
C (0.448, -0.373, 1.298)  -0.17
C (2.074, 0.387, 3.105)  -0.05
C (-0.862, -2.316, 0.420)  0.00
C (1.044, -1.536, -1.003)  0.02
C (-1.000, 2.189, -2.152)  -0.26
C (-1.760, 1.241, -2.746)  -0.25
C (0.183, -1.341, 0.211)  -0.14
N (-3.129, 1.289, -2.630)  0.03
N (-1.441, 3.239, -1.452)  0.10
H (2.543, -0.296, 1.124)  0.08
H (0.230, 0.623, 0.903)  0.16
H (1.269, 0.455, 3.813)  0.08
H (2.273, 1.369, 2.775)  0.06
H (3.020, 0.137, 3.602)  0.09
H (-0.965, -2.866, 1.343)  0.11
H (-0.742, -2.983, -0.465)  0.10
H (-1.991, -1.884, 0.284)  0.20
H (1.670, -0.658, -1.217)  0.11
H (1.805, -2.235, -0.687)  0.13
H (0.626, -1.892, -1.921)  0.10
H (1.886, -1.670, 1.881)  0.14
H (0.065, 2.019, -2.134)  0.10
H (-1.284, 0.403, -3.203)  0.08
H (-3.691, 0.519, -2.934)  0.08
H (-2.351, 3.468, -1.378)  0.04
H (-0.819, 3.874, -1.089)  0.07
H (-0.142, -0.534, 2.140)  0.11
H (-3.538, 2.220, -2.698)  0.09

Values from the calculation:
Charge ... +1
Orbital gap ... 0.1335 hartree
ΔE to the lowest compared entry with this formula, charge and spin ... 3.491 eV
E_tot ... -11574.55216 eV
LUMO level ... -5.9 eV
HOMO energy ... -9.57 eV
Max |F| ... 4.00 eV/Å

C23H28F5HfN5SSeSi3 as an isolated structure at a distorted geometry, computed with ωB97M-V/def2-TZVPD.

Each line ends with the Löwdin charge.
Atoms and positions in Å:
Hf (-0.654, 1.295, -0.192)  1.39
C (0.498, -3.940, 0.294)  -0.18
Si (-0.191, -2.165, 0.665)  0.51
C (-0.287, -2.117, 2.563)  -0.19
C (-2.086, -2.266, 0.102)  -0.17
C (0.647, -0.621, -0.219)  -0.60
Si (2.385, -0.479, 0.410)  0.30
C (3.363, 1.017, -0.010)  -0.20
C (3.589, -1.851, -0.152)  -0.17
C (2.489, -0.611, 2.312)  -0.17
Si (0.567, -0.845, -2.084)  0.39
C (1.931, -0.015, -2.994)  -0.19
C (0.453, -2.588, -2.781)  -0.16
C (-0.961, 0.053, -2.815)  -0.26
C (-1.262, -0.030, -4.162)  -0.07
C (-2.419, 0.492, -4.680)  -0.02
C (-3.230, 1.268, -3.829)  -0.01
C (-2.935, 1.290, -2.461)  -0.09
N (-1.807, 0.740, -1.926)  -0.12
H (-0.242, -4.485, -0.291)  0.02
H (0.551, -4.524, 1.238)  0.04
H (1.492, -4.048, -0.168)  0.01
H (-1.135, -2.799, 2.836)  0.05
H (-0.524, -1.129, 2.958)  0.01
H (0.592, -2.624, 3.031)  0.04
H (-2.694, -2.372, 1.020)  0.03
H (-2.239, -3.127, -0.548)  0.02
H (-2.427, -1.440, -0.480)  -0.02
H (4.469, 0.819, 0.305)  0.09
H (3.148, 1.777, 0.718)  0.00
H (3.278, 1.397, -0.994)  0.00
H (4.094, -1.619, -1.113)  0.04
H (3.141, -2.819, -0.246)  -0.02
H (4.356, -1.964, 0.664)  0.05
H (2.072, -1.596, 2.601)  0.00
H (2.040, 0.314, 2.778)  0.03
H (3.582, -0.611, 2.439)  0.03
H (2.030, -0.420, -4.046)  0.06
H (2.926, -0.239, -2.540)  0.03
H (1.779, 1.099, -3.180)  0.05
H (1.228, -3.217, -2.354)  0.03
H (0.594, -2.656, -3.861)  0.03
H (-0.543, -3.044, -2.541)  0.05
H (-0.558, -0.634, -4.758)  0.12
H (-2.672, 0.267, -5.722)  0.13
H (-4.150, 1.788, -4.099)  0.12
H (-3.687, 1.665, -1.732)  0.07
F (-2.587, -0.103, 6.204)  0.16
C (-2.098, 0.700, 5.301)  -0.15
C (-2.394, 0.473, 3.951)  -0.15
F (-3.296, -0.483, 3.625)  0.10
C (-1.706, 1.037, 2.905)  -0.17
F (-1.762, 0.418, 1.630)  -0.09
C (-0.659, 2.007, 3.098)  -0.53
S (0.351, 2.631, 1.828)  0.65
C (-0.432, 2.302, 4.465)  -0.22
F (0.725, 2.903, 4.763)  0.08
C (-1.160, 1.734, 5.560)  -0.08
F (-0.634, 1.940, 6.793)  0.10
Se (-5.121, 3.351, 0.162)  0.66
C (-3.440, 3.087, 0.086)  -0.96
N (-2.331, 2.634, 0.085)  -0.12
N (0.495, 2.520, -1.330)  -0.02
C (0.979, 3.574, -1.588)  -0.24
N (1.622, 4.656, -1.725)  0.13
C (1.416, 5.683, -2.492)  -0.37
N (1.440, 6.553, -3.275)  0.12

Values from the calculation:
Charge ... 0
Orbital gap ... 0.2584 hartree
ΔE to the lowest compared entry with this formula, charge and spin ... 1.255 eV
E_tot ... -146466.66662 eV
LUMO level ... -1.5 eV
HOMO energy ... -8.53 eV
Max |F| ... 3.55 eV/Å

C40H35ClN4O6PZr as an isolated structure at a distorted geometry, computed with ωB97M-V/def2-TZVPD.

Each line ends with the Löwdin charge.
Atoms and positions in Å:
Zr (12.957, 14.884, 10.737)  1.94
O (12.657, 13.456, 12.631)  -0.19
C (13.516, 13.737, 13.877)  -0.08
C (13.873, 15.193, 13.688)  -0.17
N (14.519, 15.360, 12.364)  -0.27
C (14.936, 16.765, 12.132)  -0.06
C (15.019, 17.069, 10.579)  -0.52
O (15.822, 17.800, 10.114)  0.15
O (14.151, 16.289, 9.875)  -0.26
C (15.660, 14.399, 12.199)  -0.07
C (15.360, 13.171, 11.433)  -0.55
O (15.875, 12.067, 11.754)  0.07
O (14.485, 13.360, 10.443)  -0.17
H (12.080, 12.645, 12.747)  0.15
H (14.320, 12.993, 13.818)  0.12
H (12.880, 13.490, 14.770)  0.15
H (14.523, 15.603, 14.515)  0.16
H (12.982, 15.772, 13.936)  0.12
H (15.914, 16.973, 12.594)  0.14
H (14.099, 17.436, 12.528)  0.15
H (16.020, 14.213, 13.194)  0.13
H (16.492, 14.970, 11.677)  0.18
Cl (6.270, 16.271, 13.728)  0.72
C (7.818, 16.446, 13.029)  -0.67
C (8.747, 17.495, 13.340)  -0.02
C (10.115, 17.388, 12.984)  0.00
C (10.543, 16.314, 12.191)  -0.29
O (11.811, 16.279, 11.793)  -0.24
C (9.526, 15.311, 11.792)  -0.13
C (9.751, 14.174, 10.930)  0.02
N (10.913, 13.898, 10.312)  -0.04
C (10.994, 13.090, 9.213)  -0.23
C (10.212, 11.978, 8.928)  0.02
C (10.409, 11.332, 7.704)  -0.03
C (11.120, 11.913, 6.626)  0.03
C (11.945, 13.044, 6.871)  -0.13
C (12.970, 13.491, 6.057)  0.03
C (13.664, 14.655, 6.403)  -0.01
C (13.414, 15.306, 7.598)  -0.04
N (12.556, 14.737, 8.537)  -0.04
C (11.951, 13.567, 8.246)  -0.14
C (8.278, 15.337, 12.357)  -0.11
H (8.408, 18.473, 13.748)  0.13
H (10.918, 18.079, 13.262)  0.13
H (8.901, 13.471, 10.833)  0.14
H (9.576, 11.571, 9.649)  0.10
H (9.897, 10.472, 7.438)  0.08
H (11.134, 11.477, 5.655)  0.11
H (13.136, 12.940, 5.161)  0.12
H (14.470, 15.087, 5.686)  0.16
H (13.724, 16.292, 7.911)  0.11
H (7.590, 14.474, 12.202)  0.13
N (10.796, 6.836, 13.178)  0.07
C (11.999, 6.218, 13.505)  -0.32
C (12.090, 5.300, 14.591)  -0.04
C (13.303, 4.687, 14.891)  -0.09
C (14.345, 4.839, 13.999)  -0.12
C (14.298, 5.723, 12.966)  -0.09
C (13.194, 6.595, 12.823)  -0.36
P (13.035, 7.874, 11.621)  1.05
C (12.362, 6.933, 10.151)  -0.37
C (11.590, 7.741, 9.306)  -0.14
C (11.041, 7.191, 8.143)  -0.07
C (11.212, 5.783, 7.910)  -0.07
C (12.017, 5.024, 8.741)  -0.11
C (12.608, 5.575, 9.830)  -0.09
C (14.764, 8.239, 11.184)  -0.40
C (15.430, 7.599, 10.123)  -0.11
C (16.779, 7.645, 9.890)  -0.10
C (17.555, 8.435, 10.720)  -0.08
C (16.853, 9.205, 11.667)  -0.08
C (15.486, 9.027, 12.046)  -0.11
H (9.960, 6.623, 13.722)  0.10
H (10.614, 7.335, 12.300)  0.06
H (11.199, 5.199, 15.205)  0.10
H (13.339, 3.938, 15.699)  0.11
H (15.180, 4.170, 14.119)  0.10
H (15.029, 5.856, 12.150)  0.11
H (11.592, 8.799, 9.664)  0.08
H (10.471, 7.875, 7.554)  0.07
H (10.737, 5.326, 7.029)  0.11
H (12.013, 3.951, 8.614)  0.11
H (13.403, 5.060, 10.423)  0.12
H (14.851, 6.996, 9.391)  0.11
H (17.301, 6.947, 9.236)  0.11
H (18.665, 8.407, 10.749)  0.12
H (17.310, 9.972, 12.296)  0.09
H (15.084, 9.601, 12.880)  0.10

Values from the calculation:
Charge ... +1
Orbital gap ... 0.1813 hartree
ΔE to the lowest compared entry with this formula, charge and spin ... 0.000 eV
E_tot ... -83382.42049 eV
LUMO level ... -4.4 eV
HOMO energy ... -9.31 eV
Max |F| ... 4.06 eV/Å

An isolated ion of composition C9H11N2 and charge +1 at a distorted geometry, computed with ωB97M-V/def2-TZVPD.

Each line ends with the Löwdin charge.
Atoms and positions in Å:
C (-0.584, -0.897, 2.173)  0.01
C (0.337, -0.439, 1.082)  -0.36
N (1.168, 0.643, 1.692)  0.27
C (1.234, -1.769, 0.330)  0.04
N (1.123, -1.719, -0.912)  0.14
C (0.260, -0.740, -1.313)  -0.24
C (-0.016, -0.286, -2.584)  -0.02
C (-0.866, 0.737, -2.817)  -0.07
C (-1.296, 1.544, -1.756)  -0.02
C (-0.878, 1.207, -0.434)  -0.01
C (-0.246, -0.013, -0.201)  -0.15
H (-0.022, -1.181, 2.993)  0.08
H (-1.209, -1.675, 1.856)  0.10
H (-1.175, 0.052, 2.322)  0.13
H (0.653, 0.875, 2.549)  0.16
H (1.114, 1.488, 1.107)  0.18
H (2.043, 0.170, 1.873)  0.18
H (1.725, -2.429, 0.964)  0.10
H (0.435, -0.965, -3.420)  0.17
H (-1.005, 1.088, -3.900)  0.15
H (-1.642, 2.502, -1.968)  0.09
H (-1.154, 1.808, 0.365)  0.09

Values from the calculation:
Structure (SMILES) ... C[C@@]1([NH3+])C=Nc2ccccc21
Charge ... +1
Orbital gap ... 0.3211 hartree
ΔE to the lowest compared entry with this formula, charge and spin ... 2.533 eV
E_tot ... -12482.87699 eV
LUMO level ... -4.0 eV
HOMO energy ... -12.69 eV
Max |F| ... 5.01 eV/Å

An isolated ion of composition C11H14ClN2O and charge +1 at a distorted geometry, computed with ωB97M-V/def2-TZVPD.

Each line ends with the Löwdin charge.
Atoms and positions in Å:
O (-2.702, -1.199, -1.997)  0.08
C (-1.809, -1.760, -1.416)  -0.49
C (-1.911, -3.116, -1.009)  0.04
C (-0.988, -3.563, -0.096)  -0.04
C (-0.062, -2.687, 0.477)  -0.09
C (0.149, -1.492, -0.137)  -0.13
N (-0.700, -1.037, -1.055)  0.04
C (-0.543, 0.383, -1.712)  -0.03
C (0.372, 1.318, -1.006)  -0.30
C (-0.231, 2.134, 0.181)  -0.04
N (-0.271, 1.219, 1.437)  0.09
C (1.075, 0.395, 1.777)  -0.07
C (1.468, -0.323, 0.468)  -0.66
Cl (2.808, -1.439, 0.850)  0.73
C (1.751, 0.710, -0.661)  -0.14
H (-2.695, -3.742, -1.343)  0.12
H (-1.030, -4.515, 0.457)  0.13
H (0.460, -3.009, 1.329)  0.09
H (-1.457, 0.988, -1.525)  0.13
H (-0.397, 0.036, -2.784)  0.18
H (0.799, 2.127, -1.746)  0.20
H (0.373, 2.965, 0.516)  0.13
H (-1.259, 2.504, -0.106)  0.16
H (-0.542, 1.783, 2.280)  0.19
H (-0.983, 0.465, 1.253)  0.18
H (0.862, -0.360, 2.508)  0.11
H (1.911, 1.150, 1.967)  0.16
H (2.236, 0.283, -1.487)  0.11
H (2.420, 1.478, -0.155)  0.14

Values from the calculation:
Structure (SMILES) ... O=c1cccc2n1C[C@H]1C[NH2+]C[C@]2(Cl)C1
Charge ... +1
Orbital gap ... 0.2908 hartree
ΔE to the lowest compared entry with this formula, charge and spin ... 1.416 eV
E_tot ... -29175.55374 eV
LUMO level ... -3.5 eV
HOMO energy ... -11.42 eV
Max |F| ... 4.67 eV/Å

One molecule with the formula C6H9N, computed with ωB97M-V/def2-TZVPD.

Each line ends with the Löwdin charge.
Atoms and positions in Å:
C (-0.921, 1.759, -2.041)  -0.11
C (-0.278, 1.873, -0.684)  -0.17
C (0.439, 0.957, -0.085)  -0.03
C (1.179, 0.111, 0.592)  -0.14
N (0.699, -0.794, 1.569)  -0.11
C (0.786, -2.216, 1.287)  -0.14
C (-0.524, -1.514, 1.301)  -0.14
H (-0.480, 2.481, -2.739)  0.07
H (-1.992, 1.987, -1.979)  0.07
H (-0.802, 0.756, -2.460)  0.07
H (-0.427, 2.821, -0.161)  0.10
H (2.262, 0.105, 0.477)  0.12
H (1.086, -2.839, 2.127)  0.10
H (1.178, -2.521, 0.318)  0.11
H (-1.002, -1.335, 0.337)  0.10
H (-1.204, -1.630, 2.141)  0.10

Values from the calculation:
Structure (SMILES) ... CC=C=CN1CC1
Charge ... 0
Orbital gap ... 0.3488 hartree
ΔE to the lowest compared entry with this formula, charge and spin ... 3.126 eV
E_tot ... -7855.03324 eV
LUMO level ... 1.1 eV
HOMO energy ... -8.37 eV
Max |F| ... 0.28 eV/Å